{"formula": "C13H22N3O", "method": "ωB97M-V/def2-TZVPD", "species": ["C", "C", "N", "C", "C", "C", "O", "H", "H", "H", "H", "H", "H", "H", "H", "H", "H", "H", "H", "N", "C", "C", "C", "C", "H", "H", "H", "H", "H", "N", "C", "C", "C", "C", "H", "H", "H", "H", "H"], "xyz": [[-0.162, -0.381, -0.674], [-0.817, 0.801, -0.814], [-2.287, 0.907, -0.920], [-2.954, -0.010, -1.916], [-4.196, -0.671, -1.348], [-5.256, 0.330, -0.898], [-4.635, -1.467, -2.427], [-0.136, -1.166, -1.427], [0.351, -0.591, 0.263], [-0.284, 1.745, -0.850], [-2.658, 0.785, 0.023], [-2.512, 1.868, -1.183], [-2.260, -0.789, -2.219], [-3.205, 0.549, -2.813], [-3.907, -1.325, -0.516], [-5.193, 0.527, 0.173], [-5.218, 1.267, -1.453], [-6.251, -0.082, -1.054], [-5.530, -1.768, -2.260], [3.298, -0.720, -1.771], [4.289, 0.187, -1.493], [5.486, -0.465, -1.588], [5.211, -1.815, -1.941], [3.854, -1.942, -2.048], [2.318, -0.518, -1.773], [4.057, 1.210, -1.253], [6.455, -0.025, -1.426], [5.929, -2.601, -2.098], [3.241, -2.791, -2.296], [1.427, 1.957, 3.602], [1.867, 1.508, 4.816], [1.523, 0.188, 4.930], [0.850, -0.178, 3.736], [0.809, 0.933, 2.936], [1.543, 2.891, 3.257], [2.386, 2.164, 5.493], [1.732, -0.445, 5.775], [0.444, -1.147, 3.496], [0.390, 1.084, 1.955]], "total_energy_ev": -20344.859, "de_lowest_kj_mol": 368.54, "orbital_gap_ev": 5.1, "total_charge": 1}

---

{"formula": "C3H10N2O", "method": "ωB97M-V/def2-TZVPD", "species": ["C", "C", "N", "C", "N", "H", "H", "H", "H", "H", "H", "H", "H", "O", "H", "H"], "xyz": [[-0.733, 0.011, -2.638], [0.149, 0.420, -1.448], [0.369, -0.771, -0.589], [-0.133, -0.876, 0.565], [0.508, -1.365, 1.699], [-0.913, 0.958, -3.158], [-1.651, -0.474, -2.324], [-0.190, -0.625, -3.338], [-0.352, 1.262, -0.946], [1.158, 0.789, -1.612], [-1.239, -0.740, 0.688], [-0.297, -1.448, 2.331], [1.052, -0.796, 2.350], [1.144, 1.198, 2.824], [0.530, 1.201, 3.564], [0.597, 1.255, 2.032]], "total_energy_ev": -8298.925, "de_lowest_kj_mol": 248.83, "orbital_gap_ev": 8.8}

---

{"formula": "C21H24N4O4S", "method": "ωB97M-V/def2-TZVPD", "species": ["C", "C", "O", "N", "H", "C", "C", "O", "N", "H", "C", "H", "C", "C", "C", "C", "C", "C", "C", "H", "H", "S", "O", "O", "N", "H", "H", "H", "H", "H", "H", "H", "H", "C", "C", "C", "N", "C", "C", "C", "C", "C", "C", "H", "H", "H", "H", "H", "H", "H", "H", "H", "H", "H"], "xyz": [[1.304, 2.690, -5.267], [1.192, 1.958, -3.854], [2.150, 1.307, -3.427], [0.007, 2.057, -3.295], [-0.924, 2.600, -3.747], [-0.097, 1.566, -2.037], [-0.226, 0.094, -2.161], [-1.607, -0.572, -2.094], [0.640, -0.713, -2.559], [1.553, -0.159, -2.586], [0.789, -2.307, -2.776], [1.160, -2.435, -3.753], [1.387, -2.659, -1.428], [0.850, -2.678, -0.192], [-0.479, -3.251, 0.085], [-0.857, -3.036, 1.303], [-0.409, -2.078, 2.350], [0.782, -1.433, 1.966], [1.237, -1.812, 0.774], [2.335, -1.155, 0.486], [1.006, -0.779, 2.638], [-1.057, -2.106, 3.715], [-2.525, -1.677, 3.623], [-0.198, -1.398, 4.709], [-1.597, -3.810, 4.170], [-2.323, -3.937, 4.683], [-0.685, -3.740, 5.064], [-1.933, -3.774, 1.541], [-0.639, -3.914, -0.635], [1.618, -3.877, -1.638], [2.477, -2.532, -1.503], [-0.404, -2.444, -2.714], [0.788, 1.559, -1.454], [-1.340, 2.275, -1.285], [-1.332, 1.807, 0.121], [-2.174, 0.659, 0.683], [-2.074, 0.708, 2.023], [-0.541, 1.437, 2.370], [-0.081, 1.601, 3.482], [1.112, 2.399, 3.365], [1.513, 3.178, 2.471], [0.956, 2.963, 1.052], [-0.366, 2.213, 1.068], [1.030, 3.663, 0.279], [2.192, 3.791, 2.236], [1.510, 2.624, 4.567], [-0.378, 1.170, 4.530], [-2.362, 0.168, 2.865], [-3.136, 0.247, 0.245], [-2.175, 1.838, -1.920], [-1.251, 3.180, -1.394], [2.183, 2.654, -5.748], [0.767, 3.621, -5.095], [0.637, 2.251, -5.904]], "total_energy_ev": -47132.925, "de_lowest_kj_mol": 2035.38, "orbital_gap_ev": 5.4}

---

{"formula": "C2H9NO", "method": "ωB97M-V/def2-TZVPD", "species": ["C", "N", "C", "H", "H", "H", "H", "H", "H", "H", "H", "H", "O"], "xyz": [[2.012, 2.383, -0.185], [1.925, 1.052, 0.405], [0.672, 0.302, 0.116], [3.053, 2.699, -0.110], [1.745, 2.235, -1.276], [1.375, 3.124, 0.343], [1.749, 1.128, 1.405], [-0.266, 0.908, 0.218], [0.568, -0.553, 0.789], [0.778, -0.150, -0.854], [-5.043, -4.987, -0.329], [-3.950, -3.974, 0.070], [-4.618, -4.166, -0.592]], "total_energy_ev": -5747.538, "de_lowest_kj_mol": 71.62, "s2": 0.75, "orbital_gap_ev": [9.8, 4.2], "spin_multiplicity": 2, "total_charge": 1}

---

{"formula": "C16H20N2O4", "method": "ωB97M-V/def2-TZVPD", "species": ["C", "C", "C", "C", "C", "C", "C", "O", "C", "C", "C", "C", "C", "C", "O", "N", "N", "O", "C", "O", "C", "C", "H", "H", "H", "H", "H", "H", "H", "H", "H", "H", "H", "H", "H", "H", "H", "H", "H", "H", "H", "H"], "xyz": [[5.172, 1.514, 2.075], [3.750, 1.188, 1.637], [2.715, 1.684, 2.655], [1.323, 1.365, 2.193], [0.604, 2.260, 1.418], [-0.651, 1.920, 0.950], [-1.227, 0.695, 1.249], [-2.501, 0.479, 0.778], [-2.763, -0.744, 0.109], [-1.955, -0.882, -1.142], [-0.608, -1.023, -1.339], [-0.412, -1.061, -2.734], [-1.655, -0.941, -3.299], [-2.041, -0.920, -4.714], [-1.253, -1.072, -5.632], [-3.363, -0.702, -4.926], [-3.920, -0.804, -6.215], [-2.594, -0.828, -2.327], [-0.517, -0.212, 2.059], [-1.130, -1.399, 2.367], [-0.449, -2.319, 3.183], [0.751, 0.137, 2.501], [5.889, 1.154, 1.341], [5.301, 2.589, 2.183], [5.394, 1.045, 3.031], [3.547, 1.653, 0.669], [3.641, 0.109, 1.514], [2.825, 2.763, 2.776], [2.909, 1.211, 3.619], [1.026, 3.222, 1.171], [-1.220, 2.606, 0.342], [-3.824, -0.700, -0.150], [-2.580, -1.596, 0.772], [0.147, -1.086, -0.582], [0.512, -1.164, -3.265], [-4.024, -0.704, -4.164], [-4.027, 0.132, -6.613], [-3.229, -1.293, -6.787], [-0.228, -1.897, 4.168], [-1.128, -3.164, 3.299], [0.479, -2.665, 2.715], [1.314, -0.549, 3.115]], "total_energy_ev": -28085.268, "de_lowest_kj_mol": 341.31, "orbital_gap_ev": 9.0}

---

{"formula": "C17H19N", "method": "ωB97M-V/def2-TZVPD", "species": ["C", "C", "C", "C", "C", "C", "C", "C", "C", "N", "H", "H", "H", "H", "H", "H", "H", "H", "H", "C", "C", "C", "C", "C", "C", "C", "C", "H", "H", "H", "H", "H", "H", "H", "H", "H", "H"], "xyz": [[-1.881, -2.575, -0.285], [-1.636, -0.513, -1.920], [-2.146, -1.756, -1.493], [-2.534, 0.065, -2.925], [-3.342, -1.846, -2.218], [-0.394, 0.080, -1.636], [-0.081, 1.272, -2.270], [-0.976, 1.902, -3.103], [-2.255, 1.314, -3.349], [-3.653, -0.821, -3.033], [0.201, -0.243, -0.796], [0.906, 1.705, -2.181], [-0.704, 2.845, -3.559], [-0.869, -2.458, 0.064], [-2.071, -3.644, -0.374], [-4.000, -2.708, -2.195], [-4.241, -0.869, -3.852], [-2.887, 2.006, -3.888], [-2.636, -2.190, 0.413], [3.094, 1.669, 1.585], [3.833, 1.974, 2.902], [1.948, 0.710, 1.723], [2.040, -0.513, 1.060], [0.991, 0.878, 2.736], [1.057, -1.483, 1.289], [0.026, -0.115, 2.942], [0.056, -1.320, 2.235], [2.661, 2.603, 1.210], [3.754, 1.316, 0.809], [3.172, 1.903, 3.745], [2.784, -0.705, 0.299], [1.062, 1.751, 3.370], [1.079, -2.408, 0.736], [-0.810, 0.170, 3.577], [-0.606, -2.074, 2.625], [4.440, 2.881, 2.830], [4.618, 1.200, 2.926]], "total_energy_ev": -19419.322, "de_lowest_kj_mol": 93.87, "s2": 0.78, "orbital_gap_ev": [8.0, 4.9], "spin_multiplicity": 2, "total_charge": 1}

---

Which formula does entry 3 have? C21H24N4O4S

---

Repeat the second record exactly.
{"formula": "C3H10N2O", "method": "ωB97M-V/def2-TZVPD", "species": ["C", "C", "N", "C", "N", "H", "H", "H", "H", "H", "H", "H", "H", "O", "H", "H"], "xyz": [[-0.733, 0.011, -2.638], [0.149, 0.420, -1.448], [0.369, -0.771, -0.589], [-0.133, -0.876, 0.565], [0.508, -1.365, 1.699], [-0.913, 0.958, -3.158], [-1.651, -0.474, -2.324], [-0.190, -0.625, -3.338], [-0.352, 1.262, -0.946], [1.158, 0.789, -1.612], [-1.239, -0.740, 0.688], [-0.297, -1.448, 2.331], [1.052, -0.796, 2.350], [1.144, 1.198, 2.824], [0.530, 1.201, 3.564], [0.597, 1.255, 2.032]], "total_energy_ev": -8298.925, "de_lowest_kj_mol": 248.83, "orbital_gap_ev": 8.8}